1.
{
  "formula": "C37H39N4PtS2Si",
  "method": "ωB97M-V with the def2-TZVPD basis set",
  "orbital_gap_ev": [4.923, 4.923],
  "total_charge": 1,
  "spin_multiplicity": 1,
  "elements": ["Pt", "C", "C", "C", "C", "C", "C", "C", "C", "S", "C", "N", "C", "C", "C", "C", "C", "C", "C", "C", "H", "H", "H", "H", "H", "H", "H", "H", "H", "H", "H", "H", "H", "H", "H", "H", "C", "N", "C", "C", "C", "C", "C", "N", "C", "C", "C", "C", "C", "C", "H", "H", "H", "H", "H", "H", "H", "H", "H", "H", "H", "C", "Si", "C", "C", "C", "C", "C", "C", "N", "C", "S", "H", "H", "H", "H", "H", "H", "H", "H", "H", "H", "H", "H"],
  "coordinates": [[-0.0055, -0.0341, -0.2625], [6.0917, -4.3290, 1.3343], [5.8838, -3.0846, 0.4573], [7.2504, -2.5126, 0.0420], [5.1296, -3.5220, -0.8046], [5.1361, -2.0260, 1.2532], [5.7159, -1.5288, 2.4302], [5.1026, -0.5671, 3.1985], [3.8808, -0.0682, 2.7781], [2.8799, 1.1180, 3.5431], [1.6956, 0.8810, 2.2738], [2.0330, 0.0192, 1.3579], [3.2589, -0.5471, 1.6050], [3.9044, -1.5353, 0.8621], [0.4075, 1.5275, 2.3322], [0.0844, 2.3560, 3.4130], [-1.1765, 2.8986, 3.5252], [-2.1384, 2.6050, 2.5703], [-1.8307, 1.7752, 1.4995], [-0.5593, 1.2472, 1.3498], [6.6447, -5.0828, 0.7794], [5.1336, -4.7541, 1.6234], [6.6458, -4.0967, 2.2359], [7.7570, -3.2075, -0.6237], [7.8889, -2.3406, 0.9033], [7.1220, -1.5680, -0.4814], [5.7157, -4.2708, -1.3324], [4.9717, -2.6883, -1.4859], [4.1709, -3.9718, -0.5581], [6.6673, -1.9108, 2.7594], [5.5534, -0.2134, 4.1125], [3.4146, -1.9394, -0.0028], [0.8326, 2.5499, 4.1663], [-1.4185, 3.5332, 4.3638], [-3.1350, 3.0138, 2.6651], [-2.6163, 1.5278, 0.7961], [2.3374, -0.8868, -2.3159], [1.1950, -0.0489, -2.0966], [0.7643, 0.7003, -3.0575], [-0.3550, 1.5263, -2.8936], [-0.9123, 2.4838, -3.7821], [-1.9745, 3.0379, -3.1152], [-2.0473, 2.3880, -1.8559], [-1.0799, 1.4963, -1.7290], [2.0139, -2.3497, -2.1263], [2.3486, -3.2762, -3.1020], [2.1329, -4.6251, -2.8828], [1.5788, -5.0527, -1.6878], [1.2026, -4.1284, -0.7255], [1.4209, -2.7807, -0.9465], [3.1057, -0.5930, -1.5906], [2.7378, -0.7310, -3.3260], [1.2747, 0.7033, -4.0204], [-0.5412, 2.7239, -4.7574], [-2.6384, 3.8033, -3.4631], [-2.7895, 2.5675, -1.1042], [2.7851, -2.9494, -4.0336], [2.4059, -5.3391, -3.6450], [1.4255, -6.1067, -1.5087], [0.7517, -4.4580, 0.2004], [1.1482, -2.0479, -0.1806], [-4.4142, -3.7286, -1.8155], [-3.1313, -4.7564, -0.8605], [-3.9302, -6.2397, 0.0268], [-1.7501, -5.3424, -2.0308], [-2.3562, -3.6463, 0.4991], [-2.3587, -4.0137, 1.8381], [-1.8294, -3.1796, 2.8142], [-1.2556, -1.9795, 2.4236], [-1.2046, -1.6321, 1.1496], [-1.7522, -2.4183, 0.2124], [-1.6041, -1.7637, -1.3855], [-4.9778, -4.3705, -2.4845], [-3.9288, -2.9678, -2.4187], [-5.1216, -3.2377, -1.1533], [-4.3830, -6.9055, -0.7009], [-4.7152, -5.9332, 0.7120], [-3.2011, -6.8243, 0.5816], [-2.1893, -5.8334, -2.8921], [-1.0893, -6.0559, -1.5498], [-1.1504, -4.5130, -2.3922], [-2.7821, -4.9660, 2.1166], [-1.8523, -3.4567, 3.8543], [-0.8228, -1.2853, 3.1330]],
  "forces_ev_per_a": [[-2.1, 0.4, 0.0], [-0.1, 0.1, -0.2], [0.1, -0.2, -0.2], [-0.2, -0.1, 0.0], [0.2, 0.1, 0.3], [-0.1, 0.0, 0.0], [0.0, 0.1, 0.1], [0.1, 0.0, 0.0], [-0.5, -0.1, -0.4], [-0.3, -0.3, -0.6], [0.8, -0.1, 0.6], [-1.6, 0.5, -0.7], [1.1, -0.3, 0.6], [0.0, 0.0, -0.1], [-0.5, 0.0, -0.3], [0.0, -0.2, -0.3], [-0.1, 0.1, 0.0], [0.1, -0.1, 0.0], [-0.2, -0.2, -0.5], [0.4, -0.5, -0.3], [0.1, -0.1, -0.1], [-0.1, -0.1, 0.1], [0.1, 0.0, 0.2], [0.1, -0.1, 0.0], [0.1, 0.0, 0.1], [0.0, 0.1, -0.1], [0.1, -0.1, 0.0], [-0.1, 0.1, -0.1], [-0.2, 0.0, 0.0], [0.2, -0.1, 0.0], [0.1, 0.0, 0.1], [0.0, 0.0, -0.1], [0.0, 0.1, 0.1], [0.0, 0.1, 0.0], [0.0, 0.0, 0.0], [0.1, 0.0, -0.1], [0.5, -0.7, 0.4], [-1.1, -0.1, 0.9], [-0.8, 0.7, -0.1], [0.2, 0.2, -0.7], [0.5, -0.5, 0.5], [-0.3, -0.3, 0.5], [-0.4, 0.4, -0.3], [1.4, -0.9, 0.8], [0.1, 0.2, -0.1], [-0.1, 0.1, 0.1], [0.0, -0.2, 0.0], [0.0, -0.1, 0.0], [0.1, 0.0, 0.1], [0.1, -0.1, 0.2], [0.1, 0.0, -0.2], [-0.1, 0.1, 0.2], [0.1, 0.0, 0.2], [0.1, 0.0, -0.3], [-0.2, 0.2, 0.0], [0.0, 0.1, 0.3], [0.1, 0.1, -0.1], [0.0, -0.1, 0.0], [0.0, -0.1, 0.0], [0.0, 0.0, 0.1], [0.3, -0.6, -0.2], [0.5, -0.4, 0.5], [0.0, -0.4, -0.2], [0.3, 0.6, -0.3], [-0.6, 0.3, 0.5], [-0.1, -0.1, -0.4], [0.0, 0.2, -0.1], [0.2, 0.3, -0.1], [0.2, -0.3, 0.6], [0.5, 0.7, -1.6], [0.0, -0.3, 0.6], [1.4, 1.8, 0.2], [-0.1, -0.2, -0.2], [0.1, 0.2, -0.1], [-0.1, 0.1, 0.1], [-0.1, -0.1, -0.2], [-0.1, 0.1, 0.1], [0.2, -0.1, 0.1], [-0.2, -0.1, -0.2], [0.1, -0.1, 0.1], [0.1, 0.1, 0.0], [-0.1, -0.1, 0.1], [0.0, 0.0, 0.2], [0.0, 0.0, 0.0]]
}

2.
{
  "formula": "C37H40BN8PTi",
  "method": "ωB97M-V with the def2-TZVPD basis set",
  "orbital_gap_ev": [7.742, 7.930],
  "s2": 0.76,
  "total_charge": 1,
  "spin_multiplicity": 2,
  "elements": ["Ti", "C", "C", "C", "C", "N", "N", "B", "N", "C", "C", "C", "C", "N", "N", "C", "C", "C", "C", "N", "N", "C", "C", "C", "C", "N", "H", "H", "H", "H", "H", "H", "H", "H", "H", "H", "H", "H", "H", "H", "H", "H", "H", "H", "H", "H", "C", "C", "C", "C", "C", "C", "C", "P", "C", "C", "C", "C", "C", "C", "C", "C", "C", "C", "C", "C", "C", "C", "H", "H", "H", "H", "H", "H", "H", "H", "H", "H", "H", "H", "H", "H", "H", "H", "H", "H", "H", "H"],
  "coordinates": [[0.7501, -0.5463, -0.5209], [3.4105, -2.1948, -2.6841], [3.7379, -1.2168, -1.6082], [4.9987, -0.7685, -1.2276], [4.7754, 0.1419, -0.2135], [3.4636, 0.2221, 0.0053], [2.7998, -0.6248, -0.8489], [2.6722, 1.1951, 0.9331], [1.6416, 2.0025, 0.0070], [1.4747, 3.3200, -0.0771], [0.6506, 3.6165, -1.1530], [0.3334, 2.3950, -1.7252], [-0.5379, 2.0992, -2.8956], [0.9199, 1.4124, -1.0198], [1.8583, 0.2938, 1.9549], [1.8692, 0.1572, 3.2837], [1.2629, -1.0292, 3.6408], [0.8716, -1.6171, 2.4455], [0.1838, -2.9194, 2.2272], [1.2248, -0.8184, 1.4288], [3.6261, 2.1958, 1.5371], [4.0288, 2.5449, 2.7930], [4.9436, 3.5504, 2.6795], [5.0640, 3.7781, 1.2887], [5.9349, 4.7721, 0.5802], [4.2782, 2.9705, 0.6042], [4.2353, -2.2385, -3.3933], [3.2677, -3.1966, -2.2787], [2.5074, -1.9230, -3.2258], [5.9475, -1.0632, -1.6466], [5.4645, 0.7496, 0.3503], [1.9694, 3.9756, 0.6209], [0.3456, 4.5930, -1.4929], [-0.7068, 3.0080, -3.4697], [-0.0836, 1.3589, -3.5541], [-1.5080, 1.7185, -2.5754], [2.2680, 0.9217, 3.9218], [1.1078, -1.4117, 4.6364], [-0.2206, -3.2910, 3.1670], [-0.6314, -2.8419, 1.5078], [0.8876, -3.6568, 1.8389], [3.6801, 2.0625, 3.6851], [5.4632, 4.0504, 3.4810], [6.5284, 5.3418, 1.2930], [6.6167, 4.2733, -0.1088], [5.3360, 5.4735, -0.0011], [-2.6628, -0.7924, -3.5995], [-3.6086, 0.0257, -2.7544], [-4.7295, 0.5939, -3.3531], [-5.6491, 1.3278, -2.6187], [-5.4562, 1.5128, -1.2590], [-4.3419, 0.9600, -0.6415], [-3.4203, 0.2138, -1.3735], [-1.9631, -0.5716, -0.5833], [-2.1087, -0.0608, 1.1951], [-1.5254, 1.1942, 1.4132], [-1.5043, 1.7926, 2.6642], [-2.0537, 1.1177, 3.7420], [-2.6330, -0.1262, 3.5424], [-2.6853, -0.7370, 2.2883], [-3.4069, -2.0594, 2.2044], [-2.1877, -2.3409, -0.8268], [-3.4402, -2.9644, -0.7501], [-3.5510, -4.3334, -0.8286], [-2.3862, -5.0879, -0.9817], [-1.1596, -4.4698, -1.1471], [-1.0375, -3.0792, -1.1340], [0.2618, -2.4228, -1.4804], [-2.7115, -0.4796, -4.6421], [-2.9101, -1.8553, -3.5531], [-1.6242, -0.6976, -3.2753], [-4.8814, 0.4534, -4.4182], [-6.5128, 1.7574, -3.1115], [-6.1663, 2.0872, -0.6774], [-4.1987, 1.1160, 0.4192], [-1.1017, 1.7397, 0.5727], [-1.0590, 2.7727, 2.7896], [-2.0357, 1.5534, 4.7345], [-3.0755, -0.6458, 4.3852], [-3.6566, -2.4122, 3.2039], [-2.8309, -2.8362, 1.7050], [-4.3428, -1.9520, 1.6532], [-4.3287, -2.3597, -0.6027], [-4.5176, -4.8143, -0.7576], [-2.4475, -6.1695, -1.0168], [-0.2761, -5.0676, -1.3436], [0.1425, -1.6269, -2.2433], [1.0724, -3.0921, -1.7307]],
  "forces_ev_per_a": [[-0.7, -1.6, -1.0], [0.1, 0.0, 0.0], [-0.3, 0.0, 0.1], [0.2, 0.0, 0.0], [0.2, 0.0, 0.0], [-0.5, 0.0, -0.1], [0.8, 0.3, 0.1], [-0.1, -0.1, -0.1], [-0.1, -0.5, -0.3], [-0.1, 0.2, 0.1], [0.1, 0.2, 0.1], [0.0, -0.3, 0.2], [0.0, 0.1, -0.1], [0.2, 0.8, 0.1], [0.2, -0.4, -0.5], [-0.1, 0.1, 0.3], [0.0, 0.1, 0.2], [-0.1, 0.2, -0.3], [0.0, 0.0, 0.0], [0.3, 0.3, 0.9], [-0.1, 0.1, -0.1], [0.0, -0.1, -0.2], [0.1, 0.1, 0.0], [0.1, 0.2, -0.2], [0.0, 0.0, 0.1], [-0.1, -0.1, 0.5], [0.0, 0.0, 0.0], [0.0, 0.0, 0.0], [0.0, 0.1, 0.0], [-0.1, 0.0, 0.0], [0.0, 0.0, -0.1], [0.0, 0.0, -0.1], [0.0, -0.1, 0.0], [0.0, 0.0, 0.0], [0.0, 0.0, 0.0], [0.0, 0.0, 0.0], [0.0, 0.0, 0.0], [0.0, 0.0, -0.1], [0.0, 0.0, 0.0], [0.0, 0.1, 0.0], [0.0, 0.0, 0.0], [0.0, 0.0, 0.0], [0.0, 0.0, -0.1], [0.0, 0.0, 0.0], [0.0, 0.0, 0.0], [0.0, 0.0, 0.0], [-0.1, 0.0, 0.0], [0.0, -0.1, -0.1], [0.0, 0.0, 0.0], [0.0, 0.0, 0.0], [0.1, 0.0, 0.0], [0.0, 0.0, 0.0], [0.2, -0.1, -0.1], [-0.2, 0.4, 0.5], [0.0, -0.2, 0.0], [0.0, 0.1, 0.0], [0.0, 0.0, -0.1], [0.0, -0.1, 0.0], [0.1, 0.1, 0.0], [0.0, 0.0, 0.0], [0.0, 0.1, -0.1], [-0.4, 0.1, 0.0], [0.1, 0.2, 0.0], [0.2, -0.2, 0.0], [0.0, 0.0, 0.0], [0.0, -0.3, -0.1], [0.5, 0.2, -0.4], [-0.3, 0.8, 1.3], [0.0, 0.0, 0.0], [0.0, 0.0, 0.0], [0.0, 0.0, 0.0], [0.0, 0.0, 0.1], [0.0, 0.0, 0.0], [0.0, 0.0, 0.0], [0.0, 0.0, 0.0], [0.0, -0.1, 0.0], [0.0, 0.0, 0.0], [0.0, 0.0, -0.1], [0.0, 0.0, 0.0], [0.0, 0.0, 0.0], [0.0, 0.1, 0.0], [0.0, 0.0, 0.0], [0.1, 0.0, 0.0], [0.0, 0.0, 0.0], [0.0, 0.0, 0.0], [-0.1, 0.0, 0.0], [-0.1, -0.3, -0.7], [-0.1, -0.2, -0.1]]
}